15
Properties=species:S:1:pos:R:3 method="wB97M-V/def2-TZVPD" lumo_ev=0.459 mol_weight_g_mol=90.07 de_lowest_kcal_mol=21.6 largest_force_ev_per_a=0.81 homo_lumo_gap_ha=0.4069 energy_ev=-10399.91144
O 0.793 0.860 -2.357
H -0.054 1.279 -2.149
H 1.339 1.577 -2.698
O 0.175 0.328 0.398
H 0.435 0.342 -0.539
H 0.121 -0.610 0.624
O -0.443 -2.192 -1.799
H -0.954 -1.921 -2.568
H 0.206 -2.815 -2.144
O 1.482 -0.685 2.806
H 0.779 -0.549 3.450
H 1.555 0.159 2.340
O -2.032 1.673 1.354
H -1.141 1.324 1.107
H -2.259 1.229 2.176